40
Properties=species:S:1:pos:R:3:forces:R:3:lowdin_charge:R:1 method="wB97M-V/def2-TZVPD" multiplicity=1 lumo_energy_ev=0.83 e_homo_ev=-9.5 homo_lumo_gap_ev=10.3 mol_weight_da=275.3 e_above_lowest_ev=0.081
C 0.32355 3.55279 -2.66955 0.1 -0.2 0.1 -0.11
C 0.23255 2.21713 -1.94305 -0.3 0.1 -0.1 -0.27
C -1.16760 1.61587 -2.04017 0.3 -0.3 0.3 -0.18
C -1.26303 0.25190 -1.36871 -0.3 0.1 -0.8 -0.23
O -1.08465 0.41667 0.03900 0.3 -0.4 0.7 -0.18
P -0.64133 -0.78710 0.98131 0.0 -0.3 -1.0 0.56
O -0.36820 -0.32087 2.34851 -0.2 -0.1 0.4 -0.23
O 0.59892 -1.46708 0.22520 -1.2 0.5 0.1 -0.19
C 1.85050 -1.64376 0.87917 0.9 -0.2 0.2 -0.22
C 2.85733 -0.60304 0.40418 -0.4 0.0 0.2 -0.18
C 2.53060 0.78527 0.94703 0.2 -0.1 -0.2 -0.26
C 3.43536 1.85582 0.35153 -0.2 -0.1 0.2 -0.11
C -1.95344 -2.03689 0.90999 1.0 1.2 0.8 -0.19
C -2.13713 -2.67678 -0.31695 -0.3 -0.5 -0.5 -0.28
N -2.26361 -3.17761 -1.34376 0.0 -0.1 -0.3 0.17
C -2.70110 -2.31051 2.00865 -0.3 -0.2 0.1 -0.35
C -3.80268 -3.32275 2.00005 0.2 0.2 0.1 0.01
O -2.53335 -1.71480 3.17966 -0.2 -0.2 -0.1 0.09
H 0.09338 3.43087 -3.72583 0.0 0.0 -0.1 0.07
H -0.38007 4.26581 -2.24624 -0.1 0.1 0.0 0.07
H 1.32509 3.96674 -2.58163 0.1 0.1 0.0 0.07
H 0.95339 1.51750 -2.37272 0.1 -0.1 0.1 0.11
H 0.48452 2.35862 -0.89162 0.1 -0.1 0.0 0.10
H -1.88619 2.28804 -1.56809 -0.1 0.0 -0.1 0.12
H -1.44758 1.49450 -3.08848 -0.1 0.0 0.0 0.12
H -0.49739 -0.42636 -1.75603 0.0 0.0 0.0 0.12
H -2.24629 -0.19389 -1.55027 0.1 0.0 0.1 0.12
H 1.71084 -1.56244 1.96138 0.0 -0.1 -0.1 0.12
H 2.18345 -2.65495 0.62676 -0.1 0.1 0.1 0.13
H 2.84909 -0.58572 -0.68786 0.1 -0.1 -0.1 0.12
H 3.85223 -0.90941 0.73311 0.1 0.0 0.0 0.12
H 2.63353 0.77848 2.03391 -0.1 0.0 0.0 0.12
H 1.48738 1.01738 0.72231 0.0 0.1 0.1 0.08
H 4.47765 1.64480 0.58170 0.1 0.0 0.0 0.07
H 3.18568 2.83326 0.75651 0.0 0.1 0.0 0.07
H 3.32465 1.89425 -0.73003 0.0 0.0 -0.1 0.07
H -3.90256 -3.78637 1.02355 0.0 0.0 0.0 0.08
H -4.73766 -2.83763 2.27599 0.0 0.0 0.0 0.10
H -3.59628 -4.08393 2.75075 0.0 0.0 0.0 0.10
H -1.77958 -1.08383 3.14073 0.2 0.1 -0.1 0.08

12
Properties=species:S:1:pos:R:3:forces:R:3:lowdin_charge:R:1 method="wB97M-V/def2-TZVPD" multiplicity=1 lumo_energy_ev=0.78 e_homo_ev=-10.9 homo_lumo_gap_ev=11.7 mol_weight_da=82.1 e_above_lowest_ev=2.238
C -1.41172 -0.05914 0.68414 -0.8 -1.1 1.5 -0.10
C -0.91936 -0.97425 -0.38461 -1.7 1.3 1.7 -0.26
N -0.51932 -1.62302 -1.23159 -0.5 -1.0 -0.7 0.15
H -0.69336 0.54245 1.24105 0.1 -0.5 -0.6 0.06
H -1.81565 -0.61334 1.53137 -0.5 -0.7 -0.4 0.08
H -2.18367 0.63385 0.34955 0.2 -0.2 -0.4 0.09
C 1.58218 0.00054 -0.38385 0.5 -0.1 -0.5 -0.08
C 0.63161 1.13383 -0.31667 -1.2 2.9 0.2 -0.27
N -0.14729 2.01754 -0.19700 3.4 -2.4 -1.1 0.13
H 2.35489 0.22194 -1.12005 0.2 0.2 0.4 0.09
H 1.12805 -0.92658 -0.73359 0.2 0.8 -0.2 0.02
H 1.99364 -0.35381 0.56126 0.2 0.9 0.3 0.10

22
Properties=species:S:1:pos:R:3:forces:R:3:lowdin_charge:R:1 method="wB97M-V/def2-TZVPD" multiplicity=1 lumo_energy_ev=-8.41 e_homo_ev=-12.4 homo_lumo_gap_ev=4.0 mol_weight_da=152.3 total_charge=+1 e_above_lowest_ev=4.888
N -2.78854 3.27987 0.69547 -0.4 -3.4 2.4 0.02
C -2.99373 -0.92107 1.88340 -0.2 0.0 -1.8 -0.05
C -2.72998 -1.80367 0.89425 -0.4 -0.6 1.1 -0.06
S 0.10753 0.40011 0.96132 0.3 -1.2 -3.1 0.51
S 0.34590 -0.38852 -0.87719 -0.5 1.6 3.5 0.70
C 1.76925 -1.45027 -0.76700 0.1 -1.0 -0.4 -0.51
C 3.01094 -0.77639 -1.43218 -0.9 1.2 -0.5 -0.26
C 3.39002 0.65691 -0.93483 -0.9 -1.0 0.5 -0.10
H -2.53339 2.25103 0.60784 -0.6 2.3 -0.3 0.00
H -3.77615 3.41618 0.83658 -0.1 -0.2 0.0 0.01
H -2.46294 3.88020 0.02599 1.1 1.3 -2.2 -0.04
H -3.85078 -0.98279 2.56069 0.2 0.1 -0.4 0.07
H -2.50691 0.05067 1.76613 0.5 -0.2 0.9 -0.01
H -1.70017 -1.82026 0.47623 -1.3 0.1 -0.4 -0.01
H -3.47116 -2.60975 0.64059 1.3 0.5 0.4 0.08
H 1.45090 -2.34662 -1.39449 0.5 0.9 0.8 0.12
H 1.89076 -1.73701 0.28285 0.1 0.1 -0.2 0.08
H 2.70505 -0.73038 -2.49353 0.7 0.0 0.2 0.11
H 3.84584 -1.44269 -1.29856 0.2 -0.4 -0.1 0.11
H 4.07045 1.15289 -1.62453 0.4 -0.3 0.3 0.09
H 2.51485 1.29860 -0.93468 -0.3 0.2 -0.1 0.03
H 3.71225 0.62296 0.12565 0.3 0.1 -0.8 0.10

57
Properties=species:S:1:pos:R:3:forces:R:3:lowdin_charge:R:1 method="wB97M-V/def2-TZVPD" multiplicity=2 lumo_energy_ev="-4.73 / -8.46" e_homo_ev="-13.3 / -13.3" homo_lumo_gap_ev="8.6 / 4.8" mol_weight_da=327.4 total_charge=+1 e_above_lowest_ev=7.127
C -1.55467 -2.60898 -0.32549 0.0 -1.9 1.7 -0.04
C -1.21331 -1.37069 0.53336 -2.2 -0.3 0.5 -0.39
C -0.68856 -0.25116 -0.38701 1.1 1.3 -1.6 -0.09
C 0.84277 -0.44463 -0.33522 -2.5 1.5 -1.8 -0.14
C 1.50329 0.09210 0.75973 0.7 -0.5 0.7 0.21
C 1.83786 -0.46881 -2.69036 -0.4 3.8 -1.2 0.09
C 1.51807 -1.00541 -1.50986 0.6 -0.6 -0.9 -0.11
N -2.51507 -0.83425 1.09295 2.7 -0.9 1.6 0.06
H -1.93648 -2.45045 -1.31058 0.0 0.7 -0.7 0.07
H -2.37983 -3.22025 0.14520 0.8 0.8 0.0 0.11
H -0.74382 -3.33749 -0.36033 0.3 0.2 -0.3 0.06
H -0.43433 -1.61256 1.38038 -1.9 0.4 -1.9 0.11
H -1.12722 -0.27991 -1.48551 1.0 -0.1 2.4 0.17
H -0.98314 0.74957 0.07931 0.6 -1.3 -0.7 0.12
H 1.06232 0.55287 1.64192 -0.4 0.1 -0.4 0.09
H 2.57378 0.02147 0.80172 0.5 0.1 -0.1 0.11
H 1.69105 0.63591 -2.99239 -0.3 -1.4 1.3 0.11
H 2.35517 -0.79281 -3.60475 -0.1 -1.4 1.1 0.09
H 1.78848 -2.04764 -1.49063 0.2 -0.5 0.9 0.07
H -2.97039 -1.61268 1.57398 -0.3 0.6 -0.4 0.09
H -3.05252 -0.38308 0.39386 -0.8 0.2 -0.7 0.03
H -3.19465 3.97012 -1.65922 -0.2 0.2 -0.2 0.07
H -1.77189 3.56565 -1.50811 0.6 0.0 0.0 0.04
O -2.40249 3.80704 -2.18468 -0.4 0.2 0.5 -0.02
H -3.13779 2.69298 -3.39809 0.1 3.4 3.8 -0.09
H -2.43082 2.36299 -4.56219 -0.2 -0.5 -0.4 0.07
O -3.20727 2.09259 -4.05330 0.1 -3.3 -3.6 -0.02
H 1.97179 4.98434 -2.33828 -0.2 0.5 -0.8 0.02
H 1.83688 3.96110 -1.31788 -1.3 0.1 -2.6 0.02
O 1.41441 4.20655 -2.25116 1.2 -0.5 3.0 -0.14
H -1.64745 2.55172 1.63887 -1.9 1.2 -0.4 0.03
H -1.05745 1.22340 1.91473 0.5 2.1 0.4 0.07
O -0.81826 2.21627 1.88813 0.8 -3.4 0.2 -0.06
H -3.52400 0.96295 -2.35150 -0.4 -0.1 1.3 0.04
H -3.84891 -0.32682 -1.64513 -0.3 0.4 0.2 0.04
O -3.78582 0.62248 -1.43703 0.8 -0.3 -1.8 -0.09
H 1.91640 -2.62521 0.62583 0.5 -0.3 -0.2 0.05
H 1.44695 -2.23311 2.06065 -0.1 -1.2 -0.7 0.07
O 1.25976 -2.84078 1.28935 0.6 1.6 0.9 -0.05
H -0.43204 -1.58101 3.16308 -2.3 0.6 -1.9 -0.04
H 0.00513 -2.40755 4.26568 1.0 1.6 -0.4 0.12
O 0.25564 -1.56050 3.77076 1.3 -2.1 2.4 -0.03
H 1.47124 -3.58456 -2.61488 0.6 -2.2 1.2 0.08
H 1.90926 -5.03354 -1.93728 0.1 -1.4 -1.0 0.03
O 1.76775 -4.11935 -1.81442 -0.8 3.5 -0.2 -0.06
H -0.39432 -4.08624 2.07816 0.5 -1.3 -0.3 0.03
H 0.53724 -4.86511 1.20466 2.2 0.5 -2.3 -0.04
O -0.06312 -4.99230 1.87468 -3.1 0.3 2.8 -0.03
H 2.49997 0.02872 3.00788 0.7 0.8 1.2 0.01
H 2.54908 0.89418 4.22217 -3.0 1.0 5.3 -0.03
O 2.98079 0.75379 3.47357 2.4 -2.0 -6.2 0.01
H 2.77129 3.44610 0.62313 0.6 -0.4 -0.4 0.04
H 2.85862 2.37680 -0.51220 0.4 1.1 0.3 0.07
O 3.02138 3.32998 -0.31397 -0.4 -1.1 0.6 -0.04
H 0.55478 3.39446 2.61576 2.8 0.0 0.5 0.08
H 1.53225 3.93019 1.71171 0.3 1.3 -1.7 -0.03
O 1.58224 3.55055 2.56027 -3.1 -1.1 1.2 -0.07

6
Properties=species:S:1:pos:R:3:forces:R:3:lowdin_charge:R:1 method="wB97M-V/def2-TZVPD" multiplicity=3 lumo_energy_ev="-1.27 / -4.98" e_homo_ev="-7.8 / -9.7" homo_lumo_gap_ev="6.5 / 4.7" mol_weight_da=418.7 e_above_lowest_ev=2.203
C -0.65353 0.11818 0.09569 5.3 0.3 -0.5 -0.37
C 1.61740 0.02448 -0.03087 -3.0 1.4 -0.4 -1.90
N -1.76511 -0.07856 0.15676 -3.4 -0.5 0.2 -0.04
I 2.07927 1.68701 1.18214 0.4 -0.1 0.2 0.71
I 2.15909 0.13268 -2.06504 0.2 -0.2 0.0 0.71
I 1.98547 -1.91501 0.91673 0.5 -0.9 0.5 0.88

15
Properties=species:S:1:pos:R:3:forces:R:3:lowdin_charge:R:1 method="wB97M-V/def2-TZVPD" multiplicity=1 lumo_energy_ev=3.69 e_homo_ev=-3.5 homo_lumo_gap_ev=7.2 mol_weight_da=124.1 total_charge=-1 e_above_lowest_ev=2.449
O -1.88900 1.83487 3.42019 -0.5 0.4 0.6 -0.04
C -1.33878 1.91445 2.36196 0.5 -0.8 -0.3 -0.36
C -0.76052 1.78633 1.26258 -1.4 0.0 0.3 -0.03
C 0.19143 1.95484 0.29573 0.4 -1.0 0.1 -0.54
O 1.02016 2.87198 0.22845 -0.1 -0.4 -0.7 -0.04
N 0.39696 0.83046 -0.66587 -0.9 2.5 0.4 0.05
C -0.17257 -0.45055 -0.60261 2.1 -2.5 -0.3 -0.26
C 0.54193 -1.72650 -0.12866 -4.6 -0.7 0.5 -0.15
C 0.21772 -1.71248 -1.56053 -1.5 2.3 0.5 -0.12
H 1.34820 1.03805 -0.70380 2.2 -1.0 -1.2 0.08
H -1.16728 -0.40008 -0.30479 -1.6 0.0 0.4 0.10
H -0.22845 -2.40971 0.34807 1.3 0.8 0.1 0.11
H 1.47405 -1.77481 0.28348 2.4 0.1 0.8 0.06
H 0.93671 -1.43468 -2.25078 1.5 0.4 -1.3 0.05
H -0.57054 -2.32218 -1.98343 0.0 0.0 0.2 0.08

The records above give, respectively, max |F| values of 0.0350, 0.0836, 0.0818, 0.1354, 0.1036, 0.0903 Eh/bohr.